{
  "formula": "C3H17NO4",
  "method": "ωB97M-V/def2-TZVPD",
  "max_force_ev_per_a": 4.8,
  "energy_ha": -480.110886,
  "spin_multiplicity": 1,
  "e_above_lowest_kcal_mol": 60.4,
  "orbital_gap_ev": 9.5,
  "species": ["C", "H", "H", "O", "H", "O", "H", "H", "H", "H", "C", "H", "H", "O", "C", "H", "N", "H", "H", "H", "O", "H", "H", "H", "H"],
  "coordinates": [[0.40646, -1.73241, 1.07305], [1.29972, -1.83750, 0.41722], [0.37105, 2.83915, -2.37957], [1.69922, 2.34684, -0.72053], [0.26506, 0.84403, 0.22304], [-0.28895, 3.38517, -2.83858], [0.05500, -2.68174, 1.48947], [0.45633, -2.40815, -2.69177], [-1.42378, 0.65016, -0.52334], [-1.03563, 2.87933, -2.98308], [-1.82473, -1.41813, 1.14138], [-2.16012, -2.44101, 0.78457], [-1.84692, -1.45708, 2.31627], [-0.49901, -2.53393, -2.77100], [-0.46491, 0.14956, -0.27629], [-0.85373, -2.53840, -1.78940], [-0.71691, -1.18540, 0.28666], [0.02460, -0.05084, -1.39909], [2.59398, 2.41403, -0.34116], [1.32056, 1.54019, -0.36770], [1.73002, 1.49522, 2.64354], [1.24035, 2.35123, 2.51851], [0.89158, -1.10702, 1.93200], [-2.61777, -0.56287, 0.85536], [1.37854, 1.05958, 3.40043]],
  "forces_ev_per_angstrom": [[2.16, 0.69, -0.37], [-0.57, -0.52, 0.19], [-0.30, 0.23, -0.09], [0.71, 0.47, -0.03], [-1.45, -1.10, 0.54], [2.61, 1.55, 0.56], [0.54, 0.05, -0.19], [-0.26, -0.05, 0.13], [0.62, -0.15, 0.47], [-2.25, -1.74, -0.42], [-4.71, 0.93, -0.16], [-0.47, 1.13, 0.89], [1.02, 0.45, -2.01], [-0.96, -0.04, 2.72], [0.91, -0.68, -3.22], [1.26, 0.22, -2.75], [2.78, 0.85, 1.76], [-1.09, 0.55, 2.78], [-0.58, -0.08, -0.25], [0.45, 0.01, -0.05], [-0.07, 1.68, -1.42], [0.63, -1.37, 0.41], [-1.57, -0.50, -1.13], [1.16, -2.28, 0.70], [-0.57, -0.28, 0.93]]
}